# 1
ORCA calculation (ωB97M-V with the def2-TZVPD basis set) on C45H66BrF6NO20S as an isolated structure at a distorted geometry.

Element x y z (Å)
C  -3.695  3.785  2.813
C  -2.576  2.692  2.221
C  -2.438  1.530  3.368
C  -1.174  3.418  1.786
C  0.178  2.518  2.002
C  -1.290  3.681  0.137
O  -0.622  4.916  -0.302
C  0.413  4.659  -1.320
C  -0.007  3.947  -2.736
C  1.291  3.597  -3.719
C  1.509  1.979  -3.951
O  0.656  1.383  -4.827
O  2.573  1.256  -3.234
N  1.623  4.086  -0.554
C  2.449  5.184  0.147
O  2.993  5.045  1.360
C  2.514  6.428  -0.943
Br  4.067  6.155  -2.236
S  2.855  8.167  -0.334
O  3.328  8.995  -1.574
O  1.589  8.915  0.210
C  4.162  8.296  1.004
F  4.398  9.772  1.224
F  3.682  7.792  2.345
C  5.626  7.666  0.599
F  6.162  8.225  -0.697
F  5.693  6.185  0.659
F  6.592  8.162  1.650
C  0.983  6.211  -1.577
C  0.611  6.951  -2.993
C  -0.978  7.381  -3.140
F  -1.156  7.883  -4.533
H  -4.425  3.158  3.515
H  -3.185  4.646  3.444
H  -4.363  4.241  1.937
H  -3.072  2.217  1.272
H  -3.509  1.166  3.736
H  -1.925  0.594  2.840
H  -1.737  1.815  4.268
H  -0.991  4.467  2.315
H  0.288  2.024  3.057
H  0.342  1.735  1.116
H  1.097  3.274  1.903
H  -2.455  3.846  -0.067
H  -0.929  2.706  -0.403
H  -0.784  4.565  -3.371
H  -0.531  2.893  -2.540
H  2.278  4.072  -3.303
H  1.105  4.095  -4.786
H  3.087  0.728  -3.919
H  2.373  3.658  -1.141
H  0.344  6.855  -0.802
H  1.227  7.971  -3.011
H  0.945  6.356  -3.959
H  -1.263  8.235  -2.387
H  -1.728  6.495  -2.992
O  -0.016  7.354  -8.354
C  -0.398  8.512  -8.383
O  -0.370  9.304  -9.494
C  -0.786  10.622  -9.141
C  -1.588  10.460  -7.875
C  -0.918  9.285  -7.209
H  0.104  11.242  -8.992
H  -1.385  11.050  -9.950
H  -1.604  11.362  -7.258
H  -2.624  10.200  -8.123
H  -0.076  9.596  -6.584
H  -1.631  8.692  -6.631
O  -2.379  -1.489  2.859
C  -1.874  -1.858  3.906
O  -2.094  -1.266  5.117
C  -1.263  -1.884  6.098
C  -0.926  -3.240  5.536
C  -0.897  -2.985  4.051
H  -0.374  -1.262  6.245
H  -1.804  -1.958  7.046
H  0.009  -3.648  5.929
H  -1.729  -3.949  5.771
H  0.088  -2.649  3.715
H  -1.220  -3.862  3.486
O  -0.463  -1.544  0.877
C  -0.364  -1.437  -0.334
O  0.245  -0.392  -0.968
C  0.080  -0.538  -2.377
C  -0.188  -2.004  -2.596
C  -0.924  -2.396  -1.340
H  -0.757  0.090  -2.699
H  0.988  -0.209  -2.891
H  -0.747  -2.208  -3.513
H  0.762  -2.551  -2.651
H  -2.001  -2.230  -1.431
H  -0.714  -3.431  -1.058
O  0.812  -3.422  7.925
C  0.760  -4.458  8.567
O  1.851  -5.193  8.933
C  1.415  -6.390  9.574
C  0.022  -6.094  10.066
C  -0.497  -5.132  9.028
H  1.433  -7.205  8.843
H  2.094  -6.637  10.396
H  -0.594  -6.990  10.180
H  0.072  -5.592  11.040
H  -0.953  -5.654  8.182
H  -1.195  -4.412  9.462
O  -0.450  -5.163  -2.683
C  -1.599  -5.572  -2.662
O  -2.501  -5.285  -1.677
C  -3.703  -6.014  -1.916
C  -3.685  -6.340  -3.387
C  -2.213  -6.491  -3.674
H  -3.697  -6.914  -1.292
H  -4.567  -5.401  -1.645
H  -4.274  -7.226  -3.639
H  -4.086  -5.494  -3.959
H  -1.865  -7.511  -3.488
H  -1.968  -6.177  -4.691
O  -0.012  -7.841  -4.553
C  0.631  -7.173  -5.345
O  0.084  -6.459  -6.373
C  1.131  -5.891  -7.158
C  2.329  -5.843  -6.248
C  2.124  -7.049  -5.367
H  1.298  -6.530  -8.032
H  0.836  -4.894  -7.499
H  3.280  -5.851  -6.787
H  2.295  -4.932  -5.637
H  2.551  -7.953  -5.810
H  2.521  -6.885  -4.362
O  0.374  -9.922  8.903
C  0.473  -9.815  7.692
O  1.081  -8.769  7.058
C  0.917  -8.916  5.649
C  0.649  -10.382  5.430
C  -0.087  -10.774  6.686
H  0.080  -8.288  5.327
H  1.825  -8.586  5.135
H  0.089  -10.585  4.513
H  1.598  -10.929  5.375
H  -1.164  -10.608  6.595
H  0.123  -11.809  6.968

- Calculated total energy: -187345.0382 eV
- 2S+1: 1
- Strongest force on any atom: 9.6 eV/Å

# 2
ORCA calculation (ωB97M-V with the def2-TZVPD basis set) on C45H67GeN5OP3Sc as an isolated structure at a distorted geometry.

Element x y z (Å)
Sc  -0.197  -0.974  1.099
C  -4.118  -1.886  0.091
C  -3.446  -2.606  -1.074
C  -4.257  -2.420  -2.357
P  -1.654  -2.052  -1.099
C  -1.806  -0.633  -2.314
N  -0.732  0.304  -2.360
Ge  0.082  1.138  -0.673
N  2.189  1.748  -0.420
C  2.983  1.275  0.678
P  2.599  -0.483  1.145
C  3.562  -0.628  2.757
C  4.817  0.236  2.883
C  3.904  -2.093  3.033
C  3.545  -1.458  -0.159
C  2.755  -1.364  -1.466
C  5.013  -1.107  -0.394
C  2.438  2.976  -0.918
C  3.514  3.816  -0.567
C  3.652  5.055  -1.146
C  2.708  5.522  -2.058
C  1.640  4.717  -2.418
C  1.517  3.446  -1.890
N  0.475  2.538  -2.262
C  0.774  1.727  -3.409
C  1.659  2.059  -4.415
C  1.741  1.253  -5.542
C  0.898  0.157  -5.676
C  0.030  -0.195  -4.667
C  -0.016  0.557  -3.488
C  -0.777  3.233  -2.457
C  -1.096  3.867  -3.643
C  -2.255  4.621  -3.729
C  -3.086  4.732  -2.622
C  -2.808  4.045  -1.460
C  -1.660  3.251  -1.365
N  -1.327  2.451  -0.297
C  -2.333  2.313  0.731
P  -2.030  0.984  1.992
C  -3.787  0.624  2.544
C  -4.604  1.774  3.131
C  -3.772  -0.575  3.492
C  -1.185  1.897  3.406
C  0.291  2.052  3.025
C  -1.756  3.248  3.830
C  -0.789  -3.482  -1.959
C  -1.014  -4.739  -1.107
C  -1.170  -3.786  -3.404
H  -5.115  -2.284  0.265
H  -4.219  -0.824  -0.135
H  -3.527  -2.016  1.005
H  -3.395  -3.676  -0.844
H  -4.483  -1.375  -2.562
H  -5.207  -2.936  -2.225
H  -3.780  -2.853  -3.230
H  -2.699  -0.093  -1.958
H  -2.035  -1.056  -3.297
H  2.841  1.905  1.569
H  4.052  1.306  0.424
H  2.839  -0.295  3.521
H  5.524  0.050  2.081
H  5.315  -0.017  3.818
H  4.588  1.297  2.919
H  4.716  -2.427  2.394
H  3.047  -2.749  2.879
H  4.231  -2.205  4.064
H  3.506  -2.496  0.200
H  2.781  -0.351  -1.868
H  1.701  -1.638  -1.309
H  3.184  -2.026  -2.215
H  5.160  -0.067  -0.673
H  5.389  -1.712  -1.218
H  5.627  -1.337  0.472
H  4.263  3.478  0.130
H  4.495  5.675  -0.888
H  2.812  6.501  -2.498
H  0.911  5.086  -3.122
H  2.276  2.941  -4.337
H  2.445  1.488  -6.324
H  0.934  -0.442  -6.572
H  -0.602  -1.056  -4.802
H  -0.442  3.776  -4.498
H  -2.496  5.135  -4.645
H  -3.972  5.346  -2.673
H  -3.478  4.152  -0.623
H  -3.303  2.073  0.266
H  -2.456  3.266  1.264
H  -4.273  0.318  1.609
H  -4.426  1.876  4.198
H  -5.663  1.556  3.007
H  -4.407  2.722  2.637
H  -3.422  -0.286  4.480
H  -3.130  -1.374  3.108
H  -4.777  -0.972  3.606
H  -1.276  1.220  4.268
H  0.385  2.713  2.161
H  0.749  1.080  2.776
H  0.847  2.499  3.847
H  -1.745  3.980  3.027
H  -1.142  3.645  4.636
H  -2.764  3.160  4.216
H  0.280  -3.216  -1.940
H  -1.977  -5.189  -1.341
H  -0.984  -4.533  -0.034
H  -0.254  -5.482  -1.335
H  -2.191  -4.141  -3.490
H  -0.524  -4.585  -3.759
H  -1.033  -2.940  -4.069
O  -0.230  -1.175  3.472
C  -0.271  -2.494  4.031
C  0.297  -3.490  3.060
C  0.637  -4.756  3.521
C  1.282  -5.634  2.670
C  1.576  -5.204  1.383
C  1.156  -3.949  0.989
N  0.512  -3.087  1.799
H  -0.230  -0.560  4.223
H  -1.305  -2.757  4.288
H  0.321  -2.542  4.950
H  0.421  -5.029  4.541
H  1.566  -6.619  3.004
H  2.117  -5.835  0.698
H  1.341  -3.597  -0.020

- Calculated total energy: -162312.7602 eV
- 2S+1: 2
- Strongest force on any atom: 1.8 eV/Å
- Total charge: +3
- Relative energy (zero: lowest compared OMol25 entry of this formula, charge and spin): 14.9 kcal/mol

# 3
ORCA calculation (ωB97M-V with the def2-TZVPD basis set) on C45H67IrN2P3SSiTe as an isolated structure.

Element x y z (Å)
Ir  0.329  0.055  0.005
C  4.973  0.878  1.514
C  3.506  1.214  1.213
C  2.970  2.019  2.406
P  2.415  -0.247  0.892
C  3.338  -1.356  -0.291
C  4.298  -2.376  0.326
C  4.060  -0.586  -1.404
C  2.322  -0.938  2.574
C  3.414  -1.476  3.260
C  3.270  -1.870  4.579
C  2.049  -1.722  5.227
C  0.975  -1.168  4.553
C  1.099  -0.760  3.226
Si  -0.310  -0.040  2.209
C  -1.695  -1.305  2.338
C  -2.666  -1.330  3.339
C  -3.619  -2.334  3.381
C  -3.616  -3.330  2.414
C  -2.655  -3.326  1.415
C  -1.696  -2.315  1.365
P  -0.360  -2.328  0.103
C  0.456  -3.927  0.656
C  0.964  -3.917  2.094
C  1.468  -4.586  -0.279
C  -1.233  -2.933  -1.421
C  -0.346  -3.044  -2.651
C  -2.466  -2.100  -1.748
C  -0.767  1.681  2.794
C  -1.221  1.914  4.093
C  -1.632  3.173  4.494
C  -1.599  4.224  3.588
C  -1.124  4.020  2.303
C  -0.688  2.758  1.896
P  -0.018  2.477  0.208
C  1.458  3.589  0.023
C  1.991  3.599  -1.410
C  1.417  4.998  0.618
C  -1.394  3.210  -0.857
C  -1.666  2.509  -2.178
C  -1.328  4.720  -1.110
H  5.509  1.822  1.630
H  5.479  0.314  0.739
H  5.072  0.346  2.459
H  3.483  1.801  0.292
H  3.226  1.513  3.337
H  1.888  2.158  2.403
H  3.439  3.004  2.422
H  2.512  -1.902  -0.756
H  5.149  -1.895  0.805
H  4.694  -2.999  -0.479
H  3.818  -3.036  1.046
H  5.049  -0.259  -1.094
H  3.503  0.278  -1.763
H  4.212  -1.275  -2.240
H  4.371  -1.611  2.782
H  4.112  -2.301  5.104
H  1.943  -2.041  6.255
H  0.025  -1.070  5.067
H  -2.696  -0.547  4.087
H  -4.370  -2.339  4.160
H  -4.364  -4.111  2.435
H  -2.675  -4.117  0.675
H  -0.440  -4.558  0.652
H  1.913  -3.396  2.189
H  1.124  -4.950  2.404
H  0.254  -3.467  2.787
H  2.307  -3.939  -0.530
H  1.018  -4.942  -1.201
H  1.879  -5.460  0.227
H  -1.551  -3.942  -1.138
H  -0.039  -2.057  -2.968
H  -0.921  -3.501  -3.459
H  0.548  -3.642  -2.503
H  -2.190  -1.055  -1.902
H  -3.219  -2.124  -0.963
H  -2.926  -2.471  -2.666
H  -1.253  1.102  4.810
H  -1.982  3.338  5.504
H  -1.934  5.209  3.884
H  -1.091  4.863  1.630
H  2.176  3.065  0.634
H  1.369  4.198  -2.073
H  2.070  2.603  -1.842
H  2.985  4.051  -1.413
H  0.728  5.670  0.114
H  2.416  5.425  0.505
H  1.190  4.990  1.683
H  -2.265  3.034  -0.217
H  -0.858  2.650  -2.895
H  -2.583  2.925  -2.602
H  -1.815  1.441  -2.029
H  -0.499  4.992  -1.760
H  -1.277  5.325  -0.211
H  -2.246  5.005  -1.629
C  2.521  -1.223  -5.781
N  2.214  -0.700  -4.460
C  1.007  -0.305  -4.045
S  0.923  0.460  -2.502
N  -0.003  -0.437  -4.896
C  -1.376  -0.019  -4.684
H  3.579  -1.464  -5.816
H  2.318  -0.484  -6.559
H  1.961  -2.138  -5.984
H  2.961  -0.568  -3.799
H  0.209  -0.831  -5.800
H  -1.494  0.260  -3.643
H  -2.050  -0.842  -4.916
H  -1.615  0.837  -5.314
Te  -3.441  0.719  0.552
C  -5.000  0.664  -0.824
C  -4.769  0.483  -2.191
C  -5.831  0.451  -3.077
C  -7.131  0.597  -2.608
C  -7.369  0.778  -1.252
C  -6.310  0.813  -0.360
H  -3.756  0.372  -2.556
H  -5.651  0.314  -4.135
H  -7.961  0.571  -3.301
H  -8.381  0.893  -0.890
H  -6.497  0.956  0.696

- Calculated total energy: -107435.6954 eV
- 2S+1: 2
- Strongest force on any atom: 0.4 eV/Å
- Total charge: +2
- Relative energy (zero: lowest compared OMol25 entry of this formula, charge and spin): 0.0 kcal/mol